{"formula": "C3H22BF4O8", "method": "ωB97M-V/def2-TZVPD", "symbols": ["B", "F", "F", "F", "F", "C", "O", "H", "H", "H", "H", "C", "O", "H", "H", "H", "H", "C", "O", "H", "H", "H", "H", "O", "H", "H", "O", "H", "H", "O", "H", "H", "O", "H", "H", "O", "H", "H"], "positions_angstrom": [[0.18249, -1.15973, 0.34354], [-0.19468, -1.96569, 1.39459], [0.56719, 0.06021, 0.85350], [1.24355, -1.74196, -0.27119], [-0.85187, -0.93481, -0.50983], [0.65519, -6.86622, -0.09826], [0.70223, -6.15713, -1.30621], [-0.31651, -6.80236, 0.39146], [0.85386, -7.88251, -0.43853], [1.47480, -6.39111, 0.44082], [0.88304, -5.24854, -1.05445], [4.55269, 4.10328, 2.03996], [5.86752, 4.60539, 1.86058], [4.02419, 4.66426, 2.81073], [3.99524, 4.19966, 1.10826], [4.54193, 3.06935, 2.38488], [6.42751, 3.91247, 1.50299], [-3.52929, 1.61712, -5.56040], [-4.95191, 1.71960, -5.44651], [-3.13940, 1.11219, -4.67658], [-3.26245, 1.00953, -6.42512], [-3.11126, 2.62022, -5.64488], [-5.14572, 2.29035, -4.69932], [3.91173, -2.19200, 2.99857], [3.28577, -1.94047, 2.31950], [3.37178, -2.37024, 3.76857], [-4.47861, 1.52809, 0.61600], [-4.58697, 2.05746, -0.17410], [-3.69782, 1.00096, 0.44649], [-0.06541, 2.85427, 4.54152], [-0.03530, 2.38371, 3.70851], [0.21327, 3.74398, 4.32476], [0.21844, 4.29566, -1.18825], [0.01254, 3.47470, -0.74120], [1.10885, 4.17294, -1.51739], [-3.79510, -3.25742, 0.72364], [-4.08738, -2.41252, 0.38169], [-2.84407, -3.17281, 0.79158]], "nbo_charge": [1.309, -0.580, -0.585, -0.571, -0.572, -0.246, -0.729, 0.163, 0.168, 0.172, 0.472, -0.248, -0.731, 0.175, 0.163, 0.175, 0.466, -0.249, -0.729, 0.173, 0.181, 0.161, 0.461, -0.953, 0.487, 0.465, -0.942, 0.461, 0.481, -0.941, 0.480, 0.461, -0.947, 0.480, 0.467, -0.954, 0.467, 0.487], "lumo_ev": 2.20, "e_homo_ev": -7.967, "total_charge": -1}


{"formula": "C29H51LaNO2SSi2", "method": "ωB97M-V/def2-TZVPD", "symbols": ["O", "O", "C", "C", "H", "H", "H", "H", "H", "C", "C", "H", "H", "H", "H", "H", "C", "C", "C", "H", "H", "H", "H", "H", "C", "H", "H", "H", "H", "H", "H", "La", "C", "Si", "H", "H", "C", "C", "C", "C", "Si", "H", "H", "C", "C", "C", "H", "H", "H", "H", "H", "H", "H", "H", "H", "H", "H", "H", "H", "H", "H", "H", "H", "H", "S", "C", "C", "C", "C", "C", "C", "N", "C", "C", "C", "C", "C", "C", "C", "H", "H", "H", "H", "H", "H", "H", "H"], "positions_angstrom": [[-0.57835, -0.25559, -3.23272], [-0.70336, -2.48581, -4.12693], [-2.02953, 0.15850, -3.07922], [-2.22364, 1.51164, -2.43685], [-2.44759, -0.65800, -2.47360], [-2.49401, 0.15576, -4.07736], [-1.80878, 1.54823, -1.41888], [-3.31190, 1.65358, -2.35435], [-1.82751, 2.33383, -3.05262], [0.41277, 0.79216, -3.72670], [0.43172, 0.73889, -5.22195], [1.34186, 0.45052, -3.26306], [0.08000, 1.74341, -3.29336], [0.66317, -0.26617, -5.58551], [1.22880, 1.37322, -5.60321], [-0.51035, 1.11421, -5.63060], [0.31681, -2.84522, -3.12005], [-1.70733, -3.50953, -4.35177], [1.61398, -2.24748, -3.60071], [0.41093, -3.93144, -3.00393], [-0.02143, -2.44774, -2.13668], [1.54076, -2.05207, -4.67351], [2.46481, -2.92245, -3.45551], [1.86381, -1.31591, -3.09043], [-1.87144, -3.85736, -5.81707], [-2.64150, -3.16097, -3.90264], [-1.39726, -4.39742, -3.79154], [-2.05781, -2.96387, -6.41873], [-2.74970, -4.49646, -5.93949], [-0.98982, -4.40519, -6.17467], [-0.59167, -1.09180, -3.92735], [0.36971, 0.58140, 1.72885], [-0.37624, -1.37300, 1.04366], [-1.69668, -2.60050, 1.36620], [0.53851, -1.77538, 0.52511], [-0.81607, -0.70410, 0.20677], [-3.19418, -2.14033, 0.32828], [-2.00794, -2.62756, 3.20292], [-0.97510, -4.16983, 0.63175], [-1.67356, 1.82485, 2.18204], [-1.55411, 2.17997, 4.01470], [-2.48974, 1.12193, 1.89652], [-1.76549, 2.71747, 1.52850], [-2.35739, 0.79024, 4.99533], [-2.37312, 3.80583, 4.44827], [0.27017, 2.26397, 4.51774], [-1.47380, -5.04373, 1.06950], [0.10631, -4.22593, 0.83159], [-1.11092, -4.19532, -0.46213], [-3.74315, -1.26728, 0.70644], [-3.87532, -3.00068, 0.29312], [-2.89216, -1.91651, -0.70660], [-2.45305, -1.68036, 3.54210], [-1.04003, -2.73455, 3.71651], [-2.66450, -3.46438, 3.48514], [-3.38840, 3.86950, 4.03273], [-1.80377, 4.66179, 4.06011], [-2.45138, 3.92092, 5.53747], [0.86905, 2.91220, 3.86146], [0.78210, 1.29529, 4.63039], [0.29322, 2.71821, 5.51834], [-2.65174, 1.16233, 5.98765], [-1.69722, -0.07540, 5.14861], [-3.26751, 0.43654, 4.49188], [4.52949, 2.94747, 1.67047], [3.21631, 4.04289, 1.19373], [3.17133, 5.43156, 1.23740], [1.97115, 6.07503, 0.89134], [0.83085, 5.34595, 0.51862], [0.86474, 3.94743, 0.48889], [2.06530, 3.31918, 0.85966], [2.20821, 1.94758, 1.11325], [3.42353, 1.59529, 1.59452], [3.78801, 0.20684, 1.86178], [5.15457, -0.20388, 1.98122], [5.45287, -1.55000, 2.17820], [4.41479, -2.48638, 2.24804], [3.05965, -2.07332, 2.14687], [2.76363, -0.74519, 1.96274], [4.06561, 5.96833, 1.54514], [1.92260, 7.16257, 0.90570], [-0.08812, 5.86884, 0.24063], [-0.00447, 3.34688, 0.18570], [5.94533, 0.54497, 1.89490], [6.49463, -1.86832, 2.27749], [4.64850, -3.54110, 2.39273], [2.25853, -2.81369, 2.23105]], "lowdin_charge": [-0.129, -0.212, -0.128, -0.050, 0.115, 0.139, 0.082, 0.108, 0.087, -0.124, -0.037, 0.114, 0.117, 0.081, 0.101, 0.097, -0.188, -0.215, -0.044, 0.129, 0.122, 0.087, 0.099, 0.063, -0.054, 0.123, 0.121, 0.081, 0.088, 0.089, 0.107, 1.749, -0.548, 0.371, -0.001, -0.029, -0.178, -0.171, -0.185, -0.500, 0.342, -0.031, -0.036, -0.188, -0.193, -0.219, 0.030, 0.029, 0.016, 0.033, 0.035, -0.001, 0.011, 0.042, 0.039, 0.035, 0.030, 0.029, 0.023, 0.020, 0.045, 0.035, 0.023, 0.031, 1.124, -0.441, -0.070, -0.070, -0.070, -0.038, -0.324, -0.167, -0.505, -0.305, -0.052, -0.093, -0.075, -0.151, -0.211, 0.114, 0.109, 0.112, 0.084, 0.089, 0.106, 0.099, 0.077], "lumo_ev": -2.40, "e_homo_ev": -8.689, "total_charge": 1}


{"formula": "C14H17BClF4IO14P", "method": "ωB97M-V/def2-TZVPD", "symbols": ["O", "P", "B", "Cl", "C", "C", "O", "I", "H", "H", "H", "H", "H", "C", "C", "O", "C", "O", "O", "F", "H", "H", "H", "C", "C", "O", "C", "O", "O", "F", "H", "H", "H", "C", "C", "O", "C", "O", "O", "F", "H", "H", "H", "C", "C", "O", "C", "O", "O", "F", "H", "H", "H"], "positions_angstrom": [[6.63642, 4.61391, -4.08567], [6.09537, 3.62539, -5.07978], [4.63213, 2.47991, -4.51087], [5.33325, 1.04949, -3.46037], [3.54434, 3.36709, -3.69360], [2.37015, 3.96031, -4.42056], [1.72755, 4.87566, -4.00118], [1.69236, 3.14879, -6.32344], [5.59100, 4.33247, -6.20853], [7.11190, 2.79385, -5.61765], [4.20818, 1.96838, -5.52063], [3.16194, 2.81870, -2.85398], [4.04348, 4.23083, -3.27853], [3.66539, 2.54032, 0.74793], [4.42489, 1.25794, 1.00632], [3.58356, 0.27888, 0.41977], [2.88450, 0.89174, -0.58142], [2.29027, 0.32764, -1.43002], [2.97211, 2.23457, -0.46378], [4.55187, 0.99819, 2.33791], [2.94356, 2.73930, 1.54266], [4.30768, 3.40600, 0.61435], [5.40788, 1.21167, 0.53746], [-0.67914, 0.18421, 0.32227], [-0.72394, 0.89723, 1.65236], [-1.86912, 0.31711, 2.26899], [-2.01778, -0.92953, 1.75168], [-2.71966, -1.76755, 2.22019], [-1.26336, -1.09029, 0.65658], [-0.91328, 2.23196, 1.52498], [-1.29731, 0.68053, -0.42623], [0.32551, 0.05928, -0.07046], [0.14654, 0.72709, 2.28903], [-2.58006, -4.91693, 3.39904], [-1.58773, -5.17915, 4.50671], [-1.54968, -6.59577, 4.56008], [-1.88438, -7.06777, 3.32219], [-1.73140, -8.18283, 2.96588], [-2.40470, -6.07422, 2.56717], [-2.00933, -4.69853, 5.70559], [-3.60221, -4.89441, 3.77832], [-2.37927, -4.00144, 2.84929], [-0.58316, -4.80155, 4.31121], [-7.09464, -0.06325, 0.61783], [-6.17686, -1.23305, 0.89001], [-5.16757, -1.06696, -0.09051], [-5.09049, 0.26718, -0.36519], [-4.19501, 0.78672, -0.93152], [-6.17945, 0.91563, 0.11433], [-6.80048, -2.42363, 0.69306], [-7.83337, -0.30807, -0.14647], [-7.59948, 0.30504, 1.50658], [-5.71896, -1.22806, 1.88063]], "nbo_charge": [-1.154, 1.319, -0.263, -0.334, -0.801, 0.554, -0.541, -0.067, -0.122, -0.110, -0.013, 0.272, 0.262, -0.127, 0.440, -0.501, 0.973, -0.550, -0.478, -0.336, 0.191, 0.221, 0.172, -0.145, 0.447, -0.498, 0.982, -0.612, -0.469, -0.321, 0.228, 0.235, 0.150, -0.141, 0.446, -0.500, 0.968, -0.558, -0.481, -0.330, 0.197, 0.242, 0.153, -0.129, 0.442, -0.488, 0.967, -0.553, -0.484, -0.327, 0.201, 0.206, 0.164], "lumo_ev": 1.76, "e_homo_ev": -5.260, "total_charge": -1}


{"formula": "C26H35BrFeNO8", "method": "ωB97M-V/def2-TZVPD", "symbols": ["Fe", "C", "C", "O", "C", "C", "O", "C", "C", "O", "C", "C", "O", "C", "C", "O", "H", "H", "H", "H", "H", "H", "H", "H", "H", "H", "H", "H", "H", "H", "H", "H", "H", "H", "H", "H", "Br", "C", "C", "N", "C", "C", "C", "C", "O", "O", "H", "H", "H", "C", "C", "C", "C", "C", "C", "C", "O", "C", "C", "C", "H", "H", "H", "H", "H", "H", "H", "H", "H", "H", "H", "H"], "positions_angstrom": [[0.16155, -1.00532, -0.09020], [-0.02271, -1.31634, 3.00046], [-1.23117, -1.97918, 2.36479], [-1.54616, -1.27623, 1.13841], [-2.73438, -1.78522, 0.48853], [-2.56569, -1.71162, -1.01119], [-1.79707, -0.53066, -1.26264], [-1.57915, -0.20866, -2.65356], [-0.12190, -0.34560, -3.01119], [0.55718, 0.34243, -1.94578], [1.93151, 0.64691, -2.12290], [2.80902, -0.43507, -1.53586], [2.28632, -0.94433, -0.29089], [2.82897, -0.33802, 0.91045], [2.21178, -1.06507, 2.06299], [0.82321, -0.75524, 1.99636], [0.50875, -2.05579, 3.60125], [-0.32661, -0.49417, 3.64887], [-2.07384, -1.90813, 3.05423], [-1.04278, -3.02169, 2.12762], [-3.57657, -1.17823, 0.81970], [-2.91475, -2.82063, 0.78290], [-3.54823, -1.63239, -1.47977], [-2.04879, -2.58233, -1.41323], [-1.88137, 0.83336, -2.76164], [-2.19982, -0.81748, -3.31137], [0.07007, 0.13189, -3.97356], [0.19472, -1.38292, -3.04862], [2.09826, 1.60191, -1.62391], [2.17001, 0.76976, -3.18100], [3.81115, -0.03522, -1.37990], [2.88388, -1.29470, -2.20061], [2.56755, 0.72207, 0.92903], [3.91336, -0.45027, 0.93609], [2.65360, -0.73791, 3.00584], [2.34179, -2.14215, 1.94476], [0.68353, -8.57979, 0.94357], [0.71802, -7.16441, -0.28788], [0.87382, -7.42590, -1.65076], [0.89111, -6.47070, -2.57441], [0.75181, -5.21731, -2.17508], [0.60743, -4.85850, -0.83711], [0.59231, -5.85931, 0.13440], [0.49133, -3.45265, -0.44938], [0.21498, -2.54615, -1.32645], [0.63219, -3.05187, 0.70960], [0.98730, -8.44534, -1.99950], [0.75514, -4.45669, -2.94846], [0.48416, -5.61540, 1.18262], [-0.61867, 7.61364, 1.51352], [-0.62737, 6.16883, 1.12382], [-1.30207, 5.70339, -0.01274], [-1.31379, 4.37736, -0.35235], [-2.04718, 3.96627, -1.61183], [-0.62391, 3.45055, 0.45510], [-0.70507, 2.06521, 0.09185], [0.06239, 1.17883, 0.50597], [0.08052, 3.89802, 1.60848], [0.85196, 3.01319, 2.55414], [0.04859, 5.23655, 1.89896], [-1.19891, 8.22018, 0.82170], [0.40323, 7.99396, 1.53877], [-1.03061, 7.73720, 2.51565], [-1.83379, 6.40173, -0.64761], [-2.41038, 4.83465, -2.15327], [-2.90977, 3.33755, -1.37475], [-1.40145, 3.38912, -2.27641], [-1.52010, 1.78559, -0.58366], [1.89605, 2.96186, 2.23000], [0.47649, 1.99417, 2.58324], [0.85138, 3.44304, 3.55296], [0.57764, 5.57538, 2.78286]], "lowdin_spin": [1.048, 0.003, 0.000, -0.007, 0.001, -0.001, 0.023, 0.001, 0.002, -0.002, -0.002, -0.001, -0.025, 0.000, 0.000, 0.023, 0.000, 0.000, 0.000, 0.000, 0.000, 0.000, 0.000, 0.000, 0.000, 0.000, 0.000, 0.000, 0.000, 0.000, -0.001, 0.000, 0.000, -0.001, 0.000, 0.000, 0.000, 0.000, 0.001, 0.000, 0.000, -0.002, 0.000, -0.003, -0.065, -0.005, 0.000, 0.000, 0.000, 0.000, 0.000, 0.000, 0.000, 0.000, 0.000, 0.001, 0.011, 0.000, 0.000, 0.000, 0.000, 0.000, 0.000, 0.000, 0.000, 0.000, 0.000, 0.000, 0.000, 0.000, 0.000, 0.000], "s_squared": 1.1889, "lumo_ev": [-8.64, -7.64], "e_homo_ev": [-13.987, -13.987], "multiplicity": 2, "total_charge": 2}


{"formula": "C33H34N6O2SSc", "method": "ωB97M-V/def2-TZVPD", "symbols": ["Sc", "O", "C", "C", "C", "C", "C", "C", "C", "N", "C", "C", "N", "C", "C", "C", "C", "C", "C", "C", "O", "H", "H", "H", "H", "H", "H", "H", "H", "H", "H", "H", "H", "H", "H", "C", "C", "N", "C", "S", "N", "N", "C", "C", "C", "C", "C", "C", "C", "N", "H", "H", "H", "H", "H", "H", "H", "H", "H", "H", "H", "H", "H", "C", "C", "C", "C", "C", "C", "C", "H", "H", "H", "H", "H", "H", "H"], "positions_angstrom": [[-0.44945, 0.39087, -0.70030], [-1.63683, -0.89904, 0.24805], [-2.78983, -1.38565, -0.07310], [-3.04924, -2.77384, 0.03138], [-4.22565, -3.32718, -0.40894], [-5.25301, -2.52399, -0.91865], [-5.07248, -1.16099, -0.93290], [-3.87280, -0.57334, -0.51763], [-3.74539, 0.85764, -0.51889], [-2.63880, 1.49068, -0.42017], [-2.69013, 2.93138, -0.24325], [-1.42612, 3.33852, 0.50693], [-0.31956, 2.80094, -0.25782], [0.50275, 3.62706, -0.78148], [1.53873, 3.30243, -1.72686], [2.50126, 4.26966, -2.04897], [3.47266, 4.03508, -2.99285], [3.48062, 2.80240, -3.65868], [2.53277, 1.84637, -3.38800], [1.51979, 2.05758, -2.41881], [0.62585, 1.15954, -2.19073], [-2.25194, -3.38780, 0.43402], [-4.36314, -4.40187, -0.35510], [-6.17095, -2.96502, -1.28512], [-5.86851, -0.51478, -1.29065], [-4.68553, 1.42265, -0.55297], [-3.57861, 3.23967, 0.31622], [-2.70147, 3.42538, -1.22246], [-1.44438, 2.87920, 1.50321], [-1.36734, 4.42931, 0.60755], [0.42133, 4.69126, -0.52450], [2.46847, 5.21954, -1.52407], [4.21150, 4.79029, -3.22701], [4.24350, 2.60424, -4.40262], [2.52884, 0.89787, -3.91227], [0.20949, -5.50632, -3.09127], [-0.89487, -4.88208, -2.23610], [-1.33030, -3.59760, -2.73939], [-0.77048, -2.42112, -2.36680], [-1.53808, -0.98598, -2.92778], [0.35315, -2.51544, -1.69053], [0.83918, -1.40972, -1.10486], [2.11780, -1.36474, -0.90908], [3.04216, -2.43764, -1.40694], [2.64013, -0.23084, -0.16376], [4.01562, -0.03696, -0.01078], [4.48401, 1.02883, 0.72833], [3.56563, 1.88121, 1.32471], [2.22189, 1.62738, 1.12247], [1.75459, 0.62169, 0.39320], [0.62061, -6.39416, -2.60626], [-0.17065, -5.78805, -4.07479], [1.00516, -4.77462, -3.22524], [-1.76283, -5.54279, -2.19290], [-0.52281, -4.74304, -1.22026], [-2.19183, -3.51975, -3.24732], [2.43546, -3.22991, -1.83382], [3.71337, -2.05045, -2.17674], [3.64542, -2.83934, -0.59030], [4.70456, -0.72411, -0.48047], [5.54702, 1.19257, 0.84813], [3.88117, 2.71409, 1.93568], [1.47829, 2.26518, 1.58551], [-1.04779, 0.89295, 2.90398], [-0.57497, 0.75277, 4.20226], [-1.43208, 0.40723, 5.29998], [-0.95625, 0.27904, 6.58536], [0.39416, 0.47746, 6.88942], [1.25907, 0.80817, 5.84332], [0.80462, 0.94699, 4.55084], [-0.35493, 1.04003, 2.08259], [-2.08222, 0.68855, 2.65541], [-2.48206, 0.22966, 5.08863], [-1.64145, 0.00776, 7.38392], [0.76011, 0.37667, 7.90478], [2.31408, 0.95779, 6.05863], [1.49994, 1.20255, 3.75565]], "lowdin_charge": [0.934, -0.185, -0.389, -0.019, -0.097, -0.115, -0.061, -0.180, -0.093, -0.001, -0.195, -0.205, -0.012, -0.098, -0.148, -0.060, -0.117, -0.097, -0.007, -0.341, -0.201, 0.117, 0.097, 0.088, 0.106, 0.133, 0.118, 0.122, 0.085, 0.114, 0.130, 0.107, 0.089, 0.097, 0.116, -0.094, -0.263, -0.029, -0.818, 0.665, 0.003, -0.028, -0.250, -0.018, -0.204, -0.007, -0.050, -0.039, -0.134, 0.094, 0.065, 0.065, 0.056, 0.109, 0.102, 0.105, 0.053, 0.087, 0.086, 0.104, 0.107, 0.108, 0.107, -0.090, -0.365, -0.103, -0.165, -0.189, -0.166, -0.099, -0.026, 0.021, 0.086, 0.079, 0.060, 0.079, 0.067], "lumo_ev": 1.99, "e_homo_ev": -1.761, "total_charge": -1}


no.,E_tot (eV)
1,-31401.415
2,-63926.548
3,-84921.257
4,-149812.588
5,-79348.971